# 1
14
Properties=species:S:1:pos:R:3:lowdin_charge:R:1 method="wB97M-V/def2-TZVPD" e_above_lowest_ev=8.050 homo_ev="-9.0 / -6.6" molar_mass_g_mol=93.1 lumo_ev="0.87 / -0.60" gap_ha="0.363 / 0.219" multiplicity=1 energy_ev=-7817.597
C 1.31878 -0.45784 -1.01160 0.14
C 0.27868 2.28327 -0.28993 -0.13
C 0.80208 -1.60276 -0.60992 -0.15
C 0.50312 0.80374 -0.31913 -0.28
C -0.38970 -1.40683 0.41342 -0.18
C -0.15979 0.01869 0.84672 -0.19
N -0.44277 1.69557 -1.19849 0.03
H 0.58821 3.01352 0.45476 0.10
H 0.97290 -2.56650 -0.90935 0.06
H -1.25802 -1.76948 -0.20872 0.12
H -0.10702 -2.21656 1.12333 0.11
H 0.46738 -0.05031 1.75254 0.12
H -1.02754 0.51988 1.23095 0.10
H -1.54632 1.73561 -1.27458 0.16



# 2
16
Properties=species:S:1:pos:R:3:lowdin_charge:R:1 method="wB97M-V/def2-TZVPD" smiles="[H]/N=c1/c(C)cccn1[O-]" e_above_lowest_ev=0.000 homo_ev=-2.4 molar_mass_g_mol=123.1 charge=-1 lumo_ev=3.98 gap_ha=0.234 multiplicity=1 energy_ev=-11361.711
C 1.36255 -1.38075 -0.51919 -0.15
C 1.37631 -0.25479 0.26755 -0.11
C 0.15560 -1.73651 -1.04095 -0.07
C 0.30637 0.59551 0.43932 -0.24
C -0.94545 0.23741 -0.20261 -0.40
C 0.23978 1.79256 1.26291 -0.09
N -2.03287 0.87369 -0.03493 0.09
N -0.93197 -0.91937 -0.94943 -0.21
O -2.06707 -1.35467 -1.45955 -0.22
H 2.26333 -1.92449 -0.63607 0.07
H 2.33158 -0.16789 0.80063 0.10
H -0.01742 -2.59383 -1.60863 0.09
H 0.71004 2.60416 0.82739 0.03
H 0.80128 1.69639 2.28940 0.11
H -0.79429 2.03966 1.11518 0.03
H -2.75778 0.49291 -0.55102 -0.02



# 3
22
Properties=species:S:1:pos:R:3:lowdin_charge:R:1 method="wB97M-V/def2-TZVPD" e_above_lowest_ev=3.220 homo_ev=-4.5 molar_mass_g_mol=251.3 charge=-1 lumo_ev=3.20 gap_ha=0.283 multiplicity=1 energy_ev=-41219.243
C 1.17340 -0.43085 -0.84955 -0.08
C -0.12467 -0.71583 -1.47725 -0.37
C 1.31042 -0.29655 0.49471 -0.16
C -1.25083 0.25636 -1.10931 -0.28
C -0.89946 -0.60287 1.27226 -0.53
C -0.81566 0.08901 -2.50622 -0.17
N 0.31494 -0.25651 1.44124 0.07
N -0.97311 0.44485 3.90632 -0.08
O -1.49756 -1.55813 0.71430 -0.11
O -3.10941 -1.90038 -1.22688 -0.33
O -3.59260 -0.02514 0.25200 -0.31
O -2.33611 1.65946 2.11655 -0.32
O -3.23333 -0.46771 2.95158 -0.37
S -2.58342 -0.72873 -0.49837 0.77
S -2.05131 0.34592 2.56026 0.68
H 1.90379 -0.13932 -1.49542 0.06
H -0.27079 -1.84189 -1.39509 0.16
H 2.43266 -0.18923 0.79376 0.12
H -0.27909 1.07655 -2.80192 0.13
H -1.37822 -0.51113 -3.20328 0.09
H -1.49591 -0.16192 4.53497 0.04
H -0.14924 0.00386 3.59169 0.00



# 4
17
Properties=species:S:1:pos:R:3:lowdin_charge:R:1 method="wB97M-V/def2-TZVPD" smiles="CC(=O)Nc1ncccn1" e_above_lowest_ev=2.051 homo_ev=-9.4 molar_mass_g_mol=137.1 lumo_ev=0.55 gap_ha=0.367 multiplicity=1 energy_ev=-12851.026
C 0.71883 -2.68050 1.84544 0.01
C 0.22043 -1.33216 1.37923 -0.48
C 0.11595 0.33155 -0.48677 -0.38
C -1.71472 1.43821 -1.09596 -0.06
C -0.86028 2.49955 -1.58128 0.01
C 0.49268 2.29056 -1.46127 -0.14
H 1.93873 -2.63134 1.75779 0.16
H 0.39992 -3.01063 2.73922 0.04
H 0.29836 -3.36841 1.30794 0.01
H 1.17808 -1.68017 -0.27717 0.21
H -2.70757 1.60053 -1.19555 0.08
H -1.11047 3.21490 -2.10927 0.01
H 1.11175 3.17063 -1.63761 0.12
N 0.64037 -0.79437 0.17056 0.10
N -1.20422 0.37021 -0.55909 0.16
N 0.98293 1.21627 -0.93256 0.15
O -0.50077 -0.63482 2.13634 0.01



# 5
18
Properties=species:S:1:pos:R:3:lowdin_charge:R:1 method="wB97M-V/def2-TZVPD" e_above_lowest_ev=6.322 homo_ev=-7.8 molar_mass_g_mol=153.1 lumo_ev=0.03 gap_ha=0.287 multiplicity=1 energy_ev=-14894.209
C 0.98264 1.28088 -1.51648 -0.26
C -0.00826 1.46849 0.74803 0.07
C -0.10156 -2.69344 -3.54698 -0.41
C 0.18541 0.79641 3.26837 -0.03
C -0.82240 -0.06495 2.46729 -0.08
C -0.61503 1.35024 2.02093 -0.28
N 0.34298 1.30976 -0.37815 0.14
N 0.91904 0.25354 -2.33540 -0.03
N 0.12205 -0.69833 -2.28275 0.06
O -1.04500 -3.14215 -2.92427 0.02
O 0.52750 -1.55464 -3.42942 -0.05
H 1.83384 2.03271 -1.73459 0.14
H 0.34267 -3.32406 -4.28912 0.12
H 0.00771 1.21322 4.29431 0.11
H 1.24027 0.83807 2.94780 0.11
H -0.53205 -0.82631 1.77922 0.11
H -1.78702 -0.20278 2.75581 0.07
H -1.59278 1.96333 2.15542 0.17



# 6
19
Properties=species:S:1:pos:R:3:lowdin_charge:R:1 method="wB97M-V/def2-TZVPD" e_above_lowest_ev=5.791 homo_ev="-9.0 / -9.1" molar_mass_g_mol=169.1 lumo_ev="-1.33 / -2.20" gap_ha="0.281 / 0.255" multiplicity=1 energy_ev=-16941.203
C 1.02800 0.87614 -2.74094 -0.12
C 0.75467 1.32898 -1.49192 -0.03
C 1.40754 -0.85813 -1.50720 -0.12
C 0.20254 1.28021 1.42222 -0.22
C -1.20572 -1.02482 0.74271 0.22
C 0.84091 0.22466 0.68151 -0.21
N 1.38197 -0.46644 -2.70635 0.06
N 1.07088 0.26809 -0.63883 0.00
N 1.57231 -0.68514 1.42682 -0.39
O -0.46263 2.19407 0.97398 0.04
O 2.59776 -1.03919 0.94027 0.11
O 1.28587 -0.99918 2.56338 0.07
H 0.95352 1.51467 -3.66208 0.12
H 0.34631 2.25260 -1.09246 0.12
H 1.43629 -1.89074 -1.18920 0.13
H 0.28422 1.21767 2.53808 0.15
H -1.69439 -0.11651 0.96454 0.01
H -1.00018 -1.67685 1.55235 0.03
H -1.33058 -1.24141 -0.27797 0.03



# 7
20
Properties=species:S:1:pos:R:3:lowdin_charge:R:1 method="wB97M-V/def2-TZVPD" smiles="CC(=O)OCC1([N+](=O)[O-])N=CC=N1" e_above_lowest_ev=5.298 homo_ev=-10.8 molar_mass_g_mol=185.1 lumo_ev=-0.81 gap_ha=0.367 multiplicity=1 energy_ev=-18990.939
C -2.72649 1.97098 -0.21715 -0.05
C -1.69630 1.60121 -1.25906 -0.05
C 1.21418 -0.36093 0.03516 -0.58
C -1.87201 0.02567 0.22036 -0.39
C 2.01098 -1.15857 -0.82240 0.00
C -0.71830 -0.27786 1.39609 0.00
N -2.78055 0.99180 0.59105 0.12
N -1.34460 0.40032 -1.04847 0.15
N -2.67862 -1.29338 0.00805 -0.29
O 1.43391 0.81130 0.22540 0.10
O -3.37198 -1.34293 -0.98080 0.10
O -2.62739 -2.17476 0.87140 0.08
O 0.25386 -1.05184 0.71626 0.01
H -3.13495 3.08380 -0.09645 0.16
H -1.45869 2.13373 -2.13862 0.10
H 2.65469 -0.41251 -1.48304 0.15
H 1.47640 -1.78085 -1.53837 0.09
H 2.54797 -1.96054 -0.28983 0.11
H -1.22785 -0.92128 2.04971 0.11
H -0.42231 0.59143 1.80462 0.09



# 8
18
Properties=species:S:1:pos:R:3:lowdin_charge:R:1 method="wB97M-V/def2-TZVPD" e_above_lowest_ev=3.524 homo_ev=-7.7 molar_mass_g_mol=169.2 lumo_ev=-0.36 gap_ha=0.271 multiplicity=1 energy_ev=-23684.810
C 2.37585 -0.90464 -0.35807 -0.16
C 2.61189 0.27846 0.28022 -0.20
C -2.30000 -0.47895 0.22680 -0.55
C -2.18827 0.76928 -0.59216 -0.36
C 0.06989 -0.88641 -0.45526 -0.30
C 0.46177 0.94906 0.96107 -0.40
N 1.17710 -1.57378 -0.26040 0.06
N 1.75078 0.92678 1.00465 0.02
N -1.14796 -1.28190 0.04338 0.09
O -3.26426 -0.89975 0.70424 0.15
S -0.68890 1.81196 -0.24046 0.86
H 3.19215 -1.66050 -0.53006 0.12
H 3.63456 0.57305 0.51002 0.11
H -2.11375 0.63086 -1.72711 0.11
H -2.98388 1.45455 -0.48572 0.06
H -0.01753 -0.26181 -1.45918 0.16
H -0.07993 0.83273 1.86720 0.07
H -1.02405 -2.17397 0.51288 0.16



# 9
17
Properties=species:S:1:pos:R:3:lowdin_charge:R:1 method="wB97M-V/def2-TZVPD" smiles="[H]/N=C1/C=CCN2SN=C[C@@H]12" e_above_lowest_ev=2.250 homo_ev=-8.2 molar_mass_g_mol=153.2 lumo_ev=0.43 gap_ha=0.318 multiplicity=1 energy_ev=-21637.646
C 1.02033 0.25904 1.27497 -0.06
C -0.18763 0.29104 1.79934 -0.08
C 0.18494 0.50668 -2.02597 -0.18
C 1.13033 -0.39646 0.03263 -0.36
C -1.34864 -0.28180 1.10062 -0.26
C -0.16225 -0.43240 -0.94040 -0.37
N -0.55443 1.56551 -1.92715 -0.31
N 2.18861 -1.03591 -0.29493 0.15
N -1.40883 -0.19347 -0.36237 -0.29
S -1.77955 1.54296 -0.79073 0.93
H 2.02146 0.71002 1.68144 0.16
H -0.25929 0.86160 2.65962 0.09
H 1.05602 0.57259 -2.67201 0.12
H -1.59056 -1.23933 1.49476 0.11
H -2.23594 0.25231 1.54555 0.12
H -0.08511 -1.57577 -1.33715 0.18
H 2.01052 -1.40661 -1.23824 0.05



# 10
17
Properties=species:S:1:pos:R:3:lowdin_charge:R:1 method="wB97M-V/def2-TZVPD" e_above_lowest_ev=6.115 homo_ev="-11.5 / -14.1" molar_mass_g_mol=135.2 charge=+1 lumo_ev="-3.68 / -8.56" gap_ha="0.288 / 0.203" multiplicity=3 energy_ev=-12279.024
C 0.46743 0.49510 -1.85987 0.02
C 0.47655 0.27380 -0.48839 -0.12
C -1.48060 -1.87486 -0.68734 -0.07
C 0.31168 -0.50090 0.77703 -0.11
C -1.70422 -2.90561 -1.28972 0.08
C 0.64401 1.56404 1.51895 -0.05
N 0.62376 1.79515 -2.01865 0.06
N 0.62989 2.46720 -0.92822 0.18
N 0.61561 1.51762 0.04669 -0.04
N 0.54617 0.16239 1.88211 0.04
H 0.44891 -0.12832 -2.78898 0.17
H -1.82408 -0.91610 -0.38688 0.04
H -2.12012 -3.84584 -1.57935 0.04
H 0.32708 -1.89839 1.11056 0.26
H 1.69583 1.77683 1.86508 0.17
H -0.13101 2.21318 2.00303 0.17
H 0.47312 -0.19529 2.82395 0.17



# 11
18
Properties=species:S:1:pos:R:3:lowdin_charge:R:1 method="wB97M-V/def2-TZVPD" e_above_lowest_ev=8.793 homo_ev=-8.8 molar_mass_g_mol=149.2 lumo_ev=-0.73 gap_ha=0.297 multiplicity=1 energy_ev=-13777.860
C 0.77443 2.44643 -1.40881 -0.12
C -1.17458 -0.47474 -1.27784 -0.10
C -0.29141 -0.72934 -0.27512 -0.18
C -0.08983 -1.63266 0.70312 -0.46
C 1.41247 -0.54021 1.74896 -0.20
C 0.39934 0.44020 0.06250 -0.27
H 0.31970 3.46148 -0.30014 0.17
H 0.32061 2.46268 -2.69455 0.16
H 2.03710 2.51847 -1.32950 0.11
H -2.13118 -0.95792 -1.63247 0.14
H -2.40256 -2.33688 1.02965 0.27
H -1.19873 -2.94842 1.84162 0.11
H 2.08072 -0.15167 2.61155 0.13
N -0.01332 1.38289 -0.89201 -0.21
N -1.11941 0.81115 -1.68022 0.11
N -0.97687 -2.66749 0.76438 0.06
N 0.90708 -1.75302 1.58409 0.15
N 1.14643 0.66905 1.14479 0.13



# 12
20
Properties=species:S:1:pos:R:3:lowdin_charge:R:1 method="wB97M-V/def2-TZVPD" smiles="[H]/N=c1/[nH]c(=O)c2ncn(C)c2n1O" e_above_lowest_ev=1.338 homo_ev=-8.6 molar_mass_g_mol=181.2 lumo_ev=0.12 gap_ha=0.319 multiplicity=1 energy_ev=-17879.090
O 1.02873 1.79653 -1.78293 0.07
N 0.88497 1.68441 2.67946 0.13
N -0.19310 -1.12735 -1.85945 0.12
O -0.48545 -0.63359 2.86343 0.04
C 0.70507 1.15592 -0.78802 -0.37
C 0.47551 1.14768 1.58087 -0.41
C -0.84153 -2.12815 -1.31215 -0.14
C 0.08660 -0.22380 -0.80963 -0.11
C -0.41738 -0.73460 0.37233 -0.13
N 0.82007 1.79876 0.43273 0.17
N -0.28491 -0.04004 1.58902 0.00
N -1.01293 -1.94514 0.05621 -0.07
C -1.71918 -2.84455 0.94927 -0.02
H 0.66717 1.19553 3.54429 0.03
H -1.14757 -0.16996 3.36845 0.11
H -1.23702 -3.01824 -1.82474 0.13
H 1.56337 2.44744 0.53893 0.15
H -2.61087 -2.35190 1.37544 0.10
H -1.98691 -3.78021 0.36943 0.11
H -1.03353 -3.13937 1.75589 0.09